Entry 1:
Molecular formula: C7H7FN2S
Method: DFT, ωB97M-V/def2-TZVPD

```
18
Properties=species:S:1:pos:R:3:mulliken_charge:R:1
C -0.3824 1.2612 2.3775 0.251
C -0.1867 0.3726 -0.0353 0.782
C 0.0353 -1.0254 0.0165 -0.368
C -0.0234 -1.8790 -1.2319 -0.597
C 0.2004 -1.3503 -2.4670 -0.407
C 0.0927 -0.0524 -2.5871 0.322
C -0.1419 0.8273 -1.4763 -0.720
H 0.8598 -0.6706 2.7908 0.239
H 0.7529 0.5291 4.0373 0.238
H -0.7549 2.0834 0.3288 0.336
H 0.0460 -1.6744 0.9046 0.213
H 0.2649 -2.9899 -1.2495 0.256
H 0.4289 -1.9710 -3.2927 0.421
H 0.1021 1.8666 -1.7371 0.303
N 0.3907 0.3489 3.0858 -0.396
N -0.6283 1.0093 1.0515 -0.262
F 0.1500 0.6877 -3.7259 -0.284
S -1.2061 2.6268 3.2099 -0.326
```

**Gap between HOMO and LUMO**: 8.07 eV
**LUMO level**: -0.24 eV
**Maximum force**: 8.60 eV/A
**Highest occupied orbital energy**: -8.31 eV
**Energy relative to the best compared isomer or geometry (same formula, charge and spin)**: 113.1 kcal per mole

---

Entry 2:
Molecular formula: C7H10O2S
Method: DFT, ωB97M-V/def2-TZVPD

```
20
Properties=species:S:1:pos:R:3:mulliken_charge:R:1
C -0.6307 -0.6469 -0.2419 -0.500
C 1.5559 -0.0272 -1.2062 -0.732
C 1.7517 -1.1978 -0.2279 -0.771
C 0.0538 1.2041 0.3945 -0.775
C 0.4461 0.1320 1.4545 -0.811
C 0.1133 0.4178 -0.9449 0.086
C 0.4770 -1.1638 0.6202 0.033
O -4.6320 0.5174 -1.4408 -0.396
O -4.0890 0.7739 0.9187 -0.375
S -4.2927 -0.1115 -0.1950 0.750
H 2.2594 0.7868 -1.0208 0.254
H 1.6778 -0.3410 -2.2446 0.333
H 1.8046 -2.1505 -0.7597 0.331
H 2.6518 -1.0972 0.3783 0.324
H -0.9446 1.6006 0.5803 0.328
H 0.7572 2.0349 0.3627 0.399
H 1.4263 0.3282 1.8917 0.315
H -0.2891 0.0823 2.2571 0.301
H -0.3817 0.9257 -1.7688 0.464
H 0.2847 -2.0676 1.1925 0.442
```

**Gap between HOMO and LUMO**: 8.05 eV
**LUMO level**: -0.62 eV
**Maximum force**: 0.88 eV/A
**Highest occupied orbital energy**: -8.67 eV
**Energy relative to the best compared isomer or geometry (same formula, charge and spin)**: 59.3 kcal per mole

---

Entry 3:
Molecular formula: C53H42BCl8IN9PbS3Si
Method: DFT, ωB97M-V/def2-TZVPD

```
119
Properties=species:S:1:pos:R:3:mulliken_charge:R:1
Pb 2.1145 0.1355 1.1582 2.012
B 2.4053 -0.5143 4.6576 -0.040
N 1.4184 0.6805 4.4995 0.145
C 0.7477 1.3197 5.4707 -0.382
C 0.1209 2.4224 4.9217 -1.655
C 0.4766 2.3735 3.5712 -0.413
N 1.2615 1.3262 3.3296 0.380
N 1.9016 -1.7662 3.8607 -0.065
C 1.4853 -2.9341 4.3595 -0.320
C 1.2640 -3.8197 3.3168 -1.638
C 1.5886 -3.0868 2.1787 -0.559
N 1.9733 -1.8563 2.5167 0.298
H 3.4843 -0.1951 4.2006 -0.119
H 2.4323 -0.8154 5.8236 -0.192
H 0.7657 0.9521 6.4827 0.535
H -0.4889 3.1550 5.4223 0.563
H 0.2103 3.0562 2.7766 0.644
H 1.3880 -3.0665 5.4238 0.529
H 0.9470 -4.8465 3.3768 0.552
H 1.5849 -3.3865 1.1426 0.858
Cl 4.9887 -1.7795 0.7352 0.028
C 4.4884 0.1658 -1.6889 0.521
C 3.8317 1.1350 -1.3093 -0.177
C 3.8706 2.3593 -1.9251 0.084
Cl 2.8933 3.7215 -1.5116 -0.201
C 4.7813 2.3941 -2.9972 0.177
Cl 4.9925 3.8632 -3.8656 -0.182
C 5.5168 1.2458 -3.3878 0.470
Cl 6.5890 1.3291 -4.7281 -0.174
C 5.3752 0.0214 -2.7114 -0.584
Cl 6.1759 -1.4261 -3.1607 -0.169
N -0.2066 -0.0158 1.0495 0.254
S -1.5387 0.5372 1.0666 1.387
N -2.6201 -0.2154 0.0442 -0.518
S -2.3101 -0.2107 -1.4756 1.579
N -0.8818 -0.1849 -2.0411 -0.150
S 0.3898 -1.2617 -1.8709 1.508
N 1.5170 -0.9155 -1.0286 -0.499
C 0.8557 -1.3954 -3.5859 0.023
C 2.0302 -2.1065 -3.8092 -0.100
C 2.5078 -2.2349 -5.1031 -0.706
C 1.8258 -1.6400 -6.1577 -0.745
C 0.6693 -0.9108 -5.9207 -0.977
C 0.1728 -0.7879 -4.6293 0.053
C -0.4187 -2.8154 -1.5223 0.331
C -0.6515 -3.0812 -0.1803 0.898
C -1.2497 -4.2805 0.1732 -0.616
C -1.6182 -5.1898 -0.8089 -1.042
C -1.3968 -4.9039 -2.1503 -1.112
C -0.7909 -3.7112 -2.5184 -0.523
C -3.3339 -1.5156 -2.0995 0.162
C -4.0541 -2.3309 -1.2435 0.029
C -4.8716 -3.3075 -1.7979 -0.787
C -4.9586 -3.4470 -3.1743 -0.668
C -4.2300 -2.6143 -4.0181 -0.839
C -3.4101 -1.6393 -3.4827 -0.679
C -3.0360 1.2218 -2.2349 0.659
C -2.2597 2.1206 -2.9465 -0.125
C -2.8763 3.2417 -3.4877 -0.879
C -4.2371 3.4414 -3.3146 -0.673
C -5.0012 2.5247 -2.5989 -0.744
C -4.4020 1.4064 -2.0498 -1.078
C -1.7147 2.2452 0.5792 0.024
C -0.5649 2.8839 0.1455 0.110
C -0.6528 4.1865 -0.3258 -0.726
C -1.8830 4.8251 -0.3662 -1.268
C -3.0358 4.1658 0.0494 -1.197
C -2.9597 2.8654 0.5184 -0.016
C -2.4414 0.3371 2.5795 0.521
C -2.8820 1.3932 3.3605 -0.361
C -3.4830 1.1142 4.5816 -0.882
C -3.6217 -0.1966 5.0081 -0.726
C -3.1529 -1.2450 4.2236 -0.808
C -2.5530 -0.9823 3.0063 -0.596
H 2.5613 -2.5433 -2.9709 0.146
H 3.4155 -2.7949 -5.2849 0.499
H 2.2014 -1.7397 -7.1674 0.417
H 0.1532 -0.4307 -6.7417 0.497
H -0.7239 -0.2194 -4.4335 0.245
H -0.3591 -2.3472 0.5617 -0.265
H -1.4154 -4.5091 1.2189 0.548
H -2.0767 -6.1295 -0.5287 0.458
H -1.6878 -5.6145 -2.9127 0.503
H -0.6057 -3.4893 -3.5607 0.636
H -3.9720 -2.1926 -0.1748 0.487
H -5.4451 -3.9558 -1.1491 0.504
H -5.6019 -4.2073 -3.5975 0.421
H -4.3078 -2.7221 -5.0916 0.501
H -2.8388 -0.9801 -4.1246 0.288
H -1.1984 1.9463 -3.0575 0.559
H -2.2881 3.9581 -4.0455 0.501
H -4.7102 4.3170 -3.7394 0.441
H -6.0635 2.6835 -2.4706 0.455
H -4.9794 0.6845 -1.4848 0.498
H 0.3813 2.3568 0.1686 0.007
H 0.2389 4.7015 -0.6593 0.433
H -1.9472 5.8425 -0.7296 0.465
H -3.9943 4.6660 0.0061 0.539
H -3.8516 2.3337 0.8239 0.650
H -2.7437 2.4173 3.0466 0.481
H -3.8306 1.9287 5.2026 0.468
H -4.0870 -0.4047 5.9624 0.410
H -3.2478 -2.2664 4.5675 0.483
H -2.1597 -1.7830 2.3911 0.421
Cl 4.7831 -4.8117 2.0504 -0.198
Si 5.0363 -3.7742 0.3401 0.492
Cl 6.8066 -4.2429 -0.5055 -0.207
Cl 3.5281 -4.2197 -0.9507 -0.115
I 2.0517 6.2479 3.0033 0.081
C 3.2676 4.5648 3.1417 -0.521
C 4.1171 4.3656 4.2162 -0.175
C 4.8767 3.2068 4.2355 -0.821
C 4.7536 2.3061 3.1896 -0.190
N 3.9285 2.4959 2.1612 0.048
C 3.2018 3.6078 2.1443 0.052
H 4.1822 5.0890 5.0175 0.403
H 5.5459 2.9995 5.0589 0.430
H 5.3326 1.3906 3.1786 0.456
H 2.5178 3.7346 1.3120 0.140
```

**Gap between HOMO and LUMO**: 7.90 eV
**LUMO level**: -2.72 eV
**Charge**: +1
**Maximum force**: 0.44 eV/A
**Highest occupied orbital energy**: -10.62 eV
**Energy relative to the best compared isomer or geometry (same formula, charge and spin)**: 0.0 kcal per mole

---

Entry 4:
Molecular formula: C17H23N2O4S3SbTl
Method: DFT, ωB97M-V/def2-TZVPD

```
51
Properties=species:S:1:pos:R:3:mulliken_charge:R:1
Tl -0.4661 0.9710 -1.3560 0.939
S -1.1170 3.3500 -0.2769 -0.419
C -2.8415 3.0935 -0.3428 0.302
C -3.6456 3.7434 0.6042 -0.827
C -5.0257 3.6522 0.5978 0.629
C -5.7873 4.3392 1.6135 -0.099
N -6.3824 4.8818 2.4342 -0.543
C -5.6572 2.8784 -0.3839 0.552
C -4.8777 2.2021 -1.3076 -0.905
C -3.4823 2.2736 -1.3041 0.384
S -2.6348 1.3414 -2.5286 -0.412
C -7.0939 2.7738 -0.4458 -0.114
N -8.2400 2.6942 -0.5000 -0.552
H -3.1617 4.3420 1.3640 0.497
H -5.3650 1.5917 -2.0567 0.502
O 2.2344 -0.6245 -2.1376 -0.506
S 1.0768 -1.2746 -2.9524 1.071
O 0.3331 -0.1722 -3.5661 -0.659
O 0.2598 -1.8639 -1.8083 -0.531
O 1.5833 -2.2797 -3.8424 -0.633
C 1.6519 -3.9577 -0.0403 -1.411
C 2.6174 -2.7737 -0.0061 0.420
C 3.7204 -2.9419 -1.0452 -1.472
Sb 1.5590 -0.9094 -0.1469 0.335
C 2.9420 0.5238 0.6506 0.590
C 3.5498 1.3823 -0.4500 -1.435
C 3.9996 -0.1600 1.5122 -1.470
C 0.1358 -1.2593 1.4411 0.187
C -1.2107 -1.7269 0.9106 -1.188
C -0.0052 0.0043 2.2839 -1.427
H 2.2122 -4.8910 0.0769 0.467
H 1.1204 -3.9998 -0.9900 0.274
H 0.9099 -3.9182 0.7594 0.292
H 3.0641 -2.7030 0.9912 0.460
H 3.3191 -2.9700 -2.0566 0.262
H 4.2423 -3.8877 -0.8620 0.457
H 4.4570 -2.1373 -1.0110 0.262
H 2.3095 1.1490 1.2830 0.342
H 4.1882 0.7943 -1.1103 0.285
H 4.1539 2.1807 -0.0072 0.425
H 2.7854 1.8457 -1.0738 0.275
H 4.6472 -0.8047 0.9157 0.243
H 3.5651 -0.7676 2.3102 0.356
H 4.6351 0.5928 1.9892 0.423
H 0.6138 -2.0621 2.0100 0.543
H -1.6772 -0.9719 0.2738 0.122
H -1.9000 -1.8975 1.7433 0.460
H -1.1397 -2.6412 0.3225 0.258
H -0.2934 0.8660 1.6722 0.222
H 0.9124 0.2576 2.8188 0.317
H -0.7945 -0.1285 3.0304 0.452
```

**Gap between HOMO and LUMO**: 6.87 eV
**LUMO level**: 2.07 eV
**Charge**: -1
**Maximum force**: 0.93 eV/A
**Highest occupied orbital energy**: -4.80 eV

---

Entry 5:
Molecular formula: C35H43AuF10N3O4SiTe
Method: DFT, ωB97M-V/def2-TZVPD

```
98
Properties=species:S:1:pos:R:3:mulliken_charge:R:1
Au 2.2829 -0.1787 -0.0967 1.012
C 5.3594 0.9103 0.5813 -1.174
N 4.5770 0.3317 -0.5091 0.696
C 4.2864 1.3054 -1.5590 -1.428
C 3.4277 2.4594 -1.0182 -0.684
N 2.5447 1.9685 0.0258 0.368
C 1.8439 2.8473 0.7904 -0.570
C 1.6692 4.2253 0.5368 1.031
F 2.1792 4.7918 -0.5754 -0.465
C 0.9466 5.0724 1.3582 0.107
F 0.8207 6.3620 1.0232 -0.416
C 0.3078 4.6041 2.4789 1.227
F -0.4272 5.4179 3.2520 -0.371
C 0.4383 3.2629 2.7756 -0.091
F -0.1468 2.7739 3.8744 -0.435
C 1.1918 2.4334 1.9773 -0.095
F 1.3332 1.1679 2.4009 -0.584
C 5.1112 -0.9584 -0.9576 -1.002
C 4.5689 -2.0347 -0.0414 -0.579
N 3.1391 -2.1589 -0.3256 -0.174
C 2.5548 -3.3642 0.0084 -0.274
C 2.9293 -4.2062 1.0540 0.652
F 3.8696 -3.8144 1.9357 -0.467
C 2.3269 -5.4285 1.2959 0.323
F 2.7089 -6.1612 2.3483 -0.369
C 1.3039 -5.8687 0.4943 0.499
F 0.6956 -7.0358 0.7357 -0.391
C 0.9075 -5.0766 -0.5636 0.346
F -0.0518 -5.5245 -1.3795 -0.440
C 1.5281 -3.8737 -0.8041 0.305
F 1.1869 -3.1945 -1.8974 -0.504
H 6.3119 1.2997 0.1982 0.324
H 5.5691 0.1511 1.3324 0.351
H 4.7983 1.7149 1.0537 0.159
H 3.7368 0.7757 -2.3395 0.456
H 5.2102 1.7007 -1.9993 0.402
H 2.8869 2.8847 -1.8695 0.332
H 4.0775 3.2491 -0.6280 0.543
H 6.2095 -0.9565 -0.9819 0.382
H 4.7384 -1.1525 -1.9634 0.321
H 4.7876 -1.7624 0.9983 0.221
H 5.0935 -2.9769 -0.2397 0.502
Te -0.2115 1.8352 -2.2569 0.562
C -1.3452 3.6209 -2.3145 -0.250
C -2.1021 3.9462 -3.4423 -0.446
C -2.8390 5.1245 -3.4817 -0.625
C -2.8497 5.9815 -2.3874 -0.524
C -2.1144 5.6554 -1.2533 -0.559
C -1.3640 4.4862 -1.2196 0.337
H -2.1173 3.2716 -4.2924 0.415
H -3.4169 5.3676 -4.3660 0.364
H -3.4310 6.8955 -2.4164 0.379
H -2.1137 6.3183 -0.3945 0.442
H -0.7890 4.2413 -0.3332 -0.074
C -4.2353 0.7046 1.6036 -1.993
C -3.1586 0.9140 0.5452 2.075
C -2.1243 1.9320 1.0328 -0.947
C -3.8376 1.4193 -0.7224 -1.978
O -2.5620 -0.3589 0.2755 0.830
Si -1.1243 -1.1148 -0.0260 -4.195
O 0.1028 -0.0829 -0.1192 3.050
O -0.9498 -2.3028 1.1152 -0.134
C -0.7081 -2.3170 2.5241 2.028
C -1.0274 -3.7336 2.9797 -1.766
C -1.6176 -1.3377 3.2495 -1.588
C 0.7461 -1.9736 2.8286 -0.915
O -1.2760 -1.9554 -1.4266 -0.140
C -2.3612 -2.4528 -2.2004 1.836
C -1.7646 -3.4576 -3.1781 -1.606
C -2.9975 -1.3071 -2.9773 -1.367
C -3.3878 -3.1435 -1.3073 -1.461
H -4.7944 1.6330 1.7629 0.371
H -3.7951 0.3987 2.5525 0.317
H -4.9299 -0.0727 1.2727 0.355
H -2.5161 2.9470 0.9298 0.584
H -1.2025 1.8496 0.4457 -0.539
H -1.8709 1.7691 2.0822 0.414
H -4.3015 2.3932 -0.5387 0.541
H -4.6137 0.7150 -1.0335 0.437
H -3.1196 1.5262 -1.5356 0.199
H -2.0995 -3.9350 2.8825 0.410
H -0.7306 -3.8758 4.0249 0.327
H -0.4822 -4.4492 2.3592 0.177
H -2.6514 -1.5006 2.9435 0.284
H -1.3333 -0.3093 3.0143 0.030
H -1.5364 -1.4793 4.3314 0.588
H 1.0553 -1.1160 2.2287 -0.236
H 1.3977 -2.8158 2.6005 0.053
H 0.8668 -1.7152 3.8848 0.476
H -0.9375 -2.9950 -3.7223 0.292
H -2.5276 -3.7801 -3.8933 0.473
H -1.3819 -4.3331 -2.6494 0.191
H -2.2398 -0.8198 -3.5947 0.245
H -3.4020 -0.5621 -2.2909 -0.050
H -3.8027 -1.6755 -3.6218 0.519
H -2.8934 -3.9227 -0.7189 0.196
H -4.1691 -3.6047 -1.9178 0.467
H -3.8452 -2.4285 -0.6185 0.081
```

**Gap between HOMO and LUMO (spin up / spin down)**: 6.93 / 5.96 eV
**Spin multiplicity**: 3
**LUMO level (spin up / spin down)**: 2.36 / 1.11 eV
**Charge**: -1
**Maximum force**: 0.55 eV/A
**Highest occupied orbital energy (spin up / spin down)**: -4.57 / -4.85 eV